{"formula": "C39H35AlClN4O2S3", "method": "wB97M-V/def2-TZVPD", "elements": ["Cl", "S", "S", "S", "Al", "O", "O", "N", "N", "N", "N", "C", "C", "C", "C", "C", "C", "C", "C", "C", "C", "C", "C", "C", "C", "C", "C", "C", "C", "C", "C", "C", "C", "C", "C", "C", "C", "C", "C", "C", "C", "C", "C", "C", "C", "C", "C", "C", "C", "C", "H", "H", "H", "H", "H", "H", "H", "H", "H", "H", "H", "H", "H", "H", "H", "H", "H", "H", "H", "H", "H", "H", "H", "H", "H", "H", "H", "H", "H", "H", "H", "H", "H", "H", "H"], "positions_angstrom": [[1.620, -0.112, 2.345], [-1.924, -0.789, -1.950], [2.067, -1.241, -1.816], [0.076, -2.115, -3.545], [0.001, 0.007, 0.352], [0.667, 2.787, -0.680], [-0.344, 2.494, 1.310], [-1.093, -2.074, -2.549], [1.216, -0.888, -0.715], [-1.601, -0.310, -0.613], [1.387, -1.322, -3.316], [3.375, -4.567, -0.062], [-3.854, -2.718, -2.454], [0.248, 2.015, 0.151], [-0.955, 1.438, -3.128], [0.342, -3.855, -3.714], [-1.900, 0.430, -3.244], [-5.872, -1.010, -1.558], [1.379, -5.632, -4.917], [-0.127, -4.724, -2.742], [2.861, -2.808, -1.590], [0.174, -6.073, -2.870], [5.198, 1.902, -2.600], [-0.893, 2.408, -4.119], [0.919, -6.523, -3.952], [5.598, 0.573, -2.593], [3.869, 2.243, -2.371], [0.374, -0.637, -5.828], [2.796, -3.329, -0.305], [-1.108, -0.901, -7.705], [-2.713, 1.340, -5.297], [-4.563, -0.564, -1.579], [1.099, -4.283, -4.800], [4.667, -0.434, -2.378], [4.000, -5.256, -1.093], [3.480, -3.484, -2.636], [-1.454, -2.247, -5.745], [-5.172, -3.156, -2.417], [-0.353, -1.617, -5.177], [4.052, -4.719, -2.378], [-0.458, 3.917, 1.524], [3.340, -0.073, -2.178], [-1.828, -1.881, -7.025], [-3.573, -1.424, -2.038], [-0.019, -0.279, -7.110], [2.925, 1.255, -2.152], [-1.766, 2.356, -5.198], [-2.789, 0.364, -4.316], [-0.108, -0.789, 2.140], [-6.176, -2.303, -1.977], [1.454, -3.571, -5.539], [1.956, -5.989, -5.761], [-0.330, 4.458, 0.593], [-2.678, -2.360, -7.494], [1.896, 1.516, -1.915], [-3.528, -0.424, -4.379], [3.565, 3.282, -2.341], [-5.413, -4.166, -2.728], [0.529, 0.488, -7.644], [-3.402, 1.316, -6.133], [-0.176, 3.216, -4.025], [-3.054, -3.369, -2.785], [1.144, -7.580, -4.046], [4.541, -5.265, -3.178], [0.303, 4.231, 2.235], [1.218, -0.167, -5.334], [4.983, -1.466, -2.346], [-7.203, -2.648, -1.957], [-0.024, -1.856, 2.314], [-2.007, -3.005, -5.195], [-0.180, -6.773, -2.124], [-0.704, -4.345, -1.907], [3.344, -4.988, 0.937], [-0.303, 1.492, -2.265], [3.506, -3.057, -3.633], [6.640, 0.315, -2.742], [2.301, -2.756, 0.472], [-4.305, 0.433, -1.235], [5.933, 2.682, -2.768], [-1.719, 3.121, -5.966], [-0.692, -0.343, 2.935], [-1.445, 4.100, 1.937], [-6.657, -0.354, -1.204], [4.453, -6.222, -0.899], [-1.403, -0.622, -8.710]], "total_energy_ha": -3773.50236, "homo_energy_ev": -10.7, "lumo_energy_ha": -0.0961, "total_charge": 1, "orbital_gap_ha": 0.298}